Entry 1:
The following is a quantum chemistry calculation of a gas-phase ion, C5H2N2O2S (charge -2), from OMol25.

The geometry in XYZ format:
```
12
Properties=species:S:1:pos:R:3:nbo_charge:R:1
O -2.63133 1.07250 -1.16896 -0.7677
C -2.15285 0.81964 -0.05306 0.7104
O -2.69707 0.84371 1.05696 -0.7625
C -0.66673 0.46587 0.04480 0.2718
N 0.20869 1.35220 0.05078 -0.5557
C 1.53428 1.05054 0.23979 0.1475
N 2.08913 -0.12931 -0.00033 -0.4940
C 1.32522 -1.27834 -0.10864 -0.1774
C -0.05658 -1.31891 0.02455 -0.2202
S -1.00487 -2.67292 -0.15267 -0.4399
H 2.03769 1.99075 0.43654 0.1360
H 2.01444 -2.19571 -0.36977 0.1517
```

Summary:
**Energy**: -23125.842 eV
**Net charge**: -2
**Frontier orbital gap**: 5.52 eV
**Structure (SMILES)**: [O-]C([O-])=C1N=CN=CC1=S
**HOMO level**: 0.5 eV

Entry 2:
The following is a quantum chemistry calculation of a molecular structure, C11H24ClHgN3O5V, from OMol25.

The geometry in XYZ format:
```
46
Properties=species:S:1:pos:R:3:nbo_charge:R:1
N -1.55291 1.31299 -0.03260 -0.7691
C -2.36905 2.18404 -0.21949 0.9190
O -3.21380 2.98659 -0.41650 -0.3481
Hg -2.24374 -2.74752 0.59709 0.9061
V 0.09330 0.35645 -0.06950 1.5391
N 0.14818 -0.64618 -1.58610 -0.4393
N 0.28414 -0.76647 1.36440 -0.4447
C 0.03318 -0.06830 -2.93656 0.0794
C -0.17711 -0.67170 2.75715 0.0774
C -1.33121 -0.43449 -3.51304 -0.6109
C 1.14122 -0.59527 -3.84873 -0.6229
C 0.14343 1.44823 -2.83925 -0.6396
C -0.16415 -2.06131 3.38142 -0.5847
C 0.71345 0.23444 3.62214 -0.6323
C -1.56527 -0.05549 2.76387 -0.5941
H -1.44744 -1.51812 -3.65064 0.2144
H -1.45619 0.04807 -4.49184 0.2686
H -2.12338 -0.07792 -2.84079 0.2155
H 2.12882 -0.38149 -3.41622 0.2302
H 1.08276 -0.09116 -4.82286 0.2660
H 1.05413 -1.67635 -4.02443 0.2234
H -0.66694 1.89234 -2.25133 0.2258
H 0.08070 1.84616 -3.85697 0.2782
H 1.09875 1.75157 -2.39797 0.2472
H -0.74661 -2.77526 2.78369 0.1648
H -0.61474 -2.02222 4.37937 0.2702
H 0.86094 -2.44230 3.45761 0.2421
H 1.69876 -0.20291 3.81709 0.2261
H 0.21525 0.34722 4.59692 0.2613
H 0.85098 1.23019 3.18084 0.2666
H -1.55489 0.96209 2.35197 0.2565
H -1.92738 -0.03080 3.79950 0.2670
H -2.27220 -0.65610 2.17453 0.1616
C 1.70974 -1.09590 1.20493 -0.4755
H 2.10855 -0.67866 0.25613 0.2351
H 2.33890 -0.70775 2.02077 0.2791
H 1.85940 -2.18463 1.17812 0.2608
C 0.32059 -2.09300 -1.52666 -0.4557
H 1.37431 -2.39326 -1.67011 0.2675
H 0.00124 -2.47230 -0.54352 0.1728
H -0.30281 -2.58933 -2.28137 0.2560
O 0.78530 3.65230 -0.74038 -0.7942
Cl 0.87664 3.56061 0.70974 2.4783
O 1.95204 4.35347 1.20947 -0.7004
O -0.40290 3.89845 1.31877 -0.7716
O 1.17800 2.07095 1.05137 -0.8730
```

Summary:
**Energy**: -68861.145 eV
**Net charge**: +2
**Frontier orbital gap (spin up / spin down)**: 5.90 / 3.65 eV
**HOMO level (spin up / spin down)**: -16.0 / -16.0 eV
**2S+1**: 2

Entry 3:
The following is a quantum chemistry calculation of a molecular structure, C31H41FN6O3Ru, from OMol25.

The geometry in XYZ format:
```
83
Properties=species:S:1:pos:R:3:lowdin_charge:R:1
Ru -1.59199 0.34657 1.14721 1.2149
C 2.10201 -5.47883 -2.56679 -0.0487
C 1.31771 -4.31633 -3.16589 -0.1786
N 1.07181 -3.26283 -2.19319 -0.0232
C -0.11839 -3.24063 -1.56339 0.0584
C -0.50799 -2.29393 -0.65769 -0.0094
C -1.96349 -2.38373 -0.15969 -0.5890
O -2.54839 -3.43103 -0.34119 0.0845
O -2.48249 -1.33433 0.34241 -0.1338
C 0.41471 -1.27743 -0.27199 -0.2764
O 0.24291 -0.42363 0.64451 -0.1478
C 1.66801 -1.26263 -1.00989 -0.0452
C 2.55741 -0.20173 -0.81839 0.0942
C 3.75451 -0.15433 -1.48409 -0.1786
F 4.56511 0.89817 -1.24589 0.0730
C 4.14131 -1.17493 -2.36689 -0.1396
C 3.23581 -2.21063 -2.58469 0.0647
C 1.99501 -2.27493 -1.93959 -0.1107
N 5.35891 -1.19273 -3.06969 -0.1065
C 6.22821 -2.33853 -2.88249 -0.1176
C 6.92881 -2.63963 -4.22059 -0.0744
N 6.95731 -1.38913 -5.02549 0.0542
C 7.30091 -0.22823 -4.17059 -0.0791
C 6.12781 0.03677 -3.21279 -0.1278
H 2.25971 -6.23903 -3.32669 0.0860
H 1.54301 -5.92073 -1.74629 0.0880
H 3.07101 -5.15943 -2.19029 0.0677
H 0.35131 -4.67843 -3.51879 0.1325
H 1.83611 -3.89143 -4.02709 0.1185
H -0.82159 -4.02933 -1.80079 0.1565
H 2.30391 0.59077 -0.13139 0.1390
H 3.52141 -2.97823 -3.28439 0.1099
H 5.64411 -3.19903 -2.56149 0.1292
H 6.97041 -2.13273 -2.09859 0.1422
H 6.40151 -3.40893 -4.78569 0.1399
H 7.95001 -2.97823 -4.04569 0.1426
H 6.01641 -1.22313 -5.40369 0.1929
H 7.61351 -1.48013 -5.80679 0.1962
H 7.50171 0.65177 -4.78259 0.1454
H 8.21171 -0.47173 -3.62309 0.1427
H 5.46101 0.80117 -3.61859 0.1421
H 6.53451 0.41157 -2.26549 0.1357
C -2.31359 0.98287 6.68691 -0.0136
N -2.05229 -0.13973 5.80771 -0.1933
C -1.94959 -1.44973 6.41781 -0.0135
C -1.98109 0.03507 4.53901 -0.2340
N -1.89439 0.25377 3.40241 0.1427
H -1.49309 1.08937 7.39901 0.1010
H -3.23779 0.81357 7.24211 0.1015
H -2.40779 1.89647 6.10441 0.0931
H -1.10179 -1.46773 7.10511 0.1000
H -1.81149 -2.21053 5.65381 0.1017
H -2.85759 -1.66763 6.98291 0.1010
C -0.72109 2.82497 1.38661 -0.0898
C -1.63539 3.69527 2.24711 -0.3533
C -1.44459 5.15057 1.77161 -0.0451
C -3.12029 3.38747 2.23901 -0.1177
C -3.92919 4.14537 3.05491 -0.0410
C -5.31779 4.09117 2.97911 -0.0126
C -5.92389 3.26707 2.04081 -0.0207
C -5.18599 2.42807 1.23221 -0.0973
C -5.90109 1.60417 0.19441 -0.3618
C -5.09809 0.48917 -0.46139 -0.0962
C -6.44829 2.55837 -0.88379 -0.0469
C -3.74659 2.39077 1.38841 -0.2524
N -3.05889 1.45967 0.82531 -0.0089
H 0.29881 3.20127 1.45891 0.1030
H -1.02459 2.87177 0.33381 0.0923
H -0.67739 1.76077 1.77881 0.0038
H -1.29329 3.63567 3.28901 0.1448
H -1.76119 5.25417 0.73591 0.0964
H -0.39769 5.43557 1.84941 0.0857
H -2.02729 5.84007 2.37411 0.0776
H -3.47019 4.82467 3.76041 0.1212
H -5.91869 4.71937 3.61861 0.1187
H -6.99979 3.27467 1.94281 0.1270
H -6.75889 1.14307 0.69821 0.1468
H -4.28049 0.89017 -1.06379 0.0731
H -5.74619 -0.08273 -1.12549 0.0893
H -4.68979 -0.19863 0.28271 0.0648
H -5.62939 3.06127 -1.39349 0.0888
H -7.09749 3.31217 -0.44729 0.0742
H -7.02049 1.99287 -1.61399 0.0853
```

Summary:
**Energy**: -53178.481 eV
**Net charge**: +2
**Frontier orbital gap (spin up / spin down)**: 6.20 / 6.20 eV
**ΔE to the lowest compared entry with this formula, charge and spin**: 271.7 kJ/mol
**HOMO level (spin up / spin down)**: -11.7 / -11.9 eV

Entry 4:
The following is a quantum chemistry calculation of a molecular structure, C3H6O3Tm, from OMol25.

The geometry in XYZ format:
```
13
Properties=species:S:1:pos:R:3:nbo_charge:R:1
C -1.55922 0.55601 -0.60056 -0.3465
C -0.95097 -0.47683 -0.03365 0.0519
O 0.23831 -0.95622 -0.58186 -0.5975
C 0.86558 -1.95195 0.00951 0.5578
O 1.94504 -2.09229 -0.74521 -0.8406
Tm 2.07022 -0.60596 -2.65955 1.8621
H -2.52248 0.87365 -0.20445 0.2827
H -1.11718 1.08879 -1.44312 0.1920
H -1.32660 -1.08713 0.78668 0.2555
H 2.54048 -2.78546 -0.42689 0.5797
H 0.06302 1.77568 2.31337 0.4605
O -0.42622 2.57821 2.06826 -0.9238
H 0.18000 3.08349 1.51748 0.4661
```

Summary:
**Energy**: -38856.423 eV
**Net charge**: +2
**Frontier orbital gap (spin up / spin down)**: 6.05 / 4.15 eV
**ΔE to the lowest compared entry with this formula, charge and spin**: 127.8 kJ/mol
**HOMO level (spin up / spin down)**: -16.5 / -16.5 eV
**2S+1**: 4

Entry 5:
The following is a quantum chemistry calculation of a molecular structure, C27H44BaBrNOP2, from OMol25.

The geometry in XYZ format:
```
77
Properties=species:S:1:pos:R:3:lowdin_charge:R:1
C -0.69062 6.60797 -2.71291 0.0010
C -1.06876 5.27595 -2.98594 -0.2200
C -1.17523 4.88028 -4.34263 0.0084
C -1.02332 5.85984 -5.33713 -0.1050
N -0.71485 7.12361 -5.04528 0.0830
C -0.56086 7.50754 -3.77929 -0.1043
C -1.21828 4.35456 -1.89654 0.0930
C -1.00138 3.51205 -1.01715 -0.0934
C -0.16300 2.50176 -0.41118 -0.4369
C 0.61173 2.74608 0.74037 -0.1113
C 1.46801 1.76586 1.23300 -0.0535
C 1.47365 0.50106 0.62421 -0.3349
C 0.41468 0.16780 -0.24600 -0.1688
C -0.32784 1.17334 -0.84962 -0.1167
Ba -2.41369 2.20130 1.25876 1.7442
P 2.81021 -0.71356 0.83256 1.0233
H -1.32944 3.83574 -4.62302 0.1193
H -0.46216 6.92354 -1.69457 0.1195
H -1.15204 5.59778 -6.39218 0.1226
H -0.32144 8.55504 -3.57876 0.1222
H -1.00140 0.95333 -1.68844 0.1257
H 0.53966 3.73923 1.19300 0.1310
H 0.15046 -0.88863 -0.39360 0.0807
H 2.08635 1.96672 2.11803 0.1291
C 2.14048 -1.99580 1.89357 -0.3187
C 2.77999 -3.38561 1.81242 -0.1052
H 1.06382 -2.03561 1.66709 0.0366
H 2.18231 -1.61439 2.92777 0.1128
H 2.68188 -3.89222 2.77954 0.0917
H 2.27405 -4.01853 1.07558 0.0779
H 3.84666 -3.35001 1.57104 0.0666
C 3.11418 -1.31719 -0.86571 -0.2996
C 3.73079 -0.31120 -1.84643 -0.1048
H 2.12714 -1.66086 -1.21923 0.0826
H 3.75424 -2.21157 -0.76954 0.1053
H 3.61106 -0.71769 -2.85875 0.0913
H 3.23410 0.66802 -1.81274 0.0771
H 4.80555 -0.18431 -1.64880 0.0837
C 4.26872 0.13006 1.45249 -0.3173
C 5.42278 -0.79994 1.82641 -0.1083
H 3.91056 0.70714 2.31939 0.0953
H 4.60336 0.86528 0.70286 0.1098
H 6.25447 -0.19329 2.20146 0.0926
H 5.13676 -1.49657 2.62180 0.0793
H 5.79018 -1.37462 0.96635 0.0852
Br -1.25928 -0.39261 2.22256 0.1037
P -2.44607 -3.17553 -1.17368 0.9859
C -0.60829 -3.41744 -1.11579 -0.4460
C -0.22581 -4.85982 -1.45845 -0.1681
H -0.24431 -3.14445 -0.11192 0.0443
H -0.17162 -2.72247 -1.85055 0.0610
H 0.84791 -4.92246 -1.67035 0.0631
H -0.43857 -5.54087 -0.62592 0.0754
H -0.76559 -5.21768 -2.34421 0.0686
C -2.86515 -2.79021 0.56842 -0.5024
C -4.05825 -3.63712 1.01536 -0.1726
H -3.10000 -1.71624 0.64459 0.0000
H -1.98752 -2.97203 1.20617 0.0265
H -4.11743 -3.66613 2.10738 0.0688
H -4.99012 -3.21257 0.62587 0.0710
H -3.97823 -4.67202 0.66382 0.0627
C -2.57231 -1.55689 -2.03211 -0.4486
C -2.80181 -1.78944 -3.53373 -0.1681
H -1.65503 -0.97626 -1.85962 0.0273
H -3.42142 -1.01067 -1.59204 0.0742
H -3.13288 -0.86196 -4.01545 0.0658
H -1.88288 -2.11435 -4.03950 0.0716
H -3.57449 -2.55058 -3.70915 0.0682
C -1.59710 1.08943 5.60671 -0.0896
C -2.89754 0.64632 4.97533 -0.3205
O -3.30977 1.54216 3.89963 -0.3057
H -0.76560 0.47730 5.25067 0.0496
H -1.64634 0.95783 6.69653 0.0873
H -1.35512 2.13565 5.39100 0.0786
H -2.78701 -0.34004 4.52932 0.0541
H -3.67074 0.58465 5.75146 0.1270
H -4.18515 1.86724 4.17537 0.0944
```

Summary:
**Energy**: -121550.433 eV
**Net charge**: +2
**Frontier orbital gap**: 5.82 eV
**ΔE to the lowest compared entry with this formula, charge and spin**: 8.5 kJ/mol
**HOMO level**: -12.3 eV